No. 1
Molecular formula: C6H12O4
Method: DFT, ωB97M-V with the def2-TZVPD basis set

Computed properties:
Relative energy (zero: lowest compared OMol25 entry of this formula, charge and spin) (kcal per mole): 53.97
SMILES: CCOCCOCC(=O)O
Total energy (a.u.): -536.7191
HOMO-LUMO gap (eV): 10.6
E_HOMO (Ha): -0.36079

Last column: natural (NBO) charge in e.
Element x y z (Å)
C: 0.8153 0.8654 2.7265  -0.6069
C: 1.6506 0.8289 1.4449  -0.0495
O: 1.2229 -0.3076 0.8489  -0.5547
C: 1.5677 -0.6712 -0.4880  -0.1035
C: 0.8534 0.2290 -1.4714  -0.0906
O: -0.4314 -0.2430 -1.8835  -0.5361
C: -1.3653 -0.6831 -0.8597  -0.1748
C: -2.8160 -0.8827 -1.3240  0.7725
O: -3.4076 -1.8589 -0.9916  -0.5679
O: -3.4425 0.1740 -2.0291  -0.6787
H: 1.1593 0.1056 3.4062  0.2139
H: 0.8573 1.8953 3.0669  0.2045
H: -0.2188 0.6536 2.4838  0.2076
H: 2.6890 0.8530 1.7724  0.1556
H: 1.4867 1.6620 0.7739  0.1508
H: 2.6645 -0.5862 -0.5068  0.1816
H: 1.3495 -1.6770 -0.7091  0.2025
H: 1.3494 0.2012 -2.5406  0.2040
H: 0.8331 1.2930 -1.1575  0.1791
H: -1.4187 0.0173 -0.0282  0.2045
H: -1.0877 -1.6965 -0.5142  0.2034
H: -4.3107 -0.1720 -2.0199  0.4827

***

No. 2
Molecular formula: C6H12O4
Method: DFT, ωB97M-V with the def2-TZVPD basis set

Computed properties:
Relative energy (zero: lowest compared OMol25 entry of this formula, charge and spin) (kcal per mole): 67.24
Total energy (a.u.): -536.6980
HOMO-LUMO gap (eV): 9.8
E_HOMO (Ha): -0.33810

Last column: natural (NBO) charge in e.
Element x y z (Å)
C: 0.8560 -0.0452 1.0590  0.4034
C: -0.8622 -0.6776 -1.9423  -0.1704
C: 1.1124 -0.6665 -0.2943  -0.5752
C: -1.0065 0.3159 0.8441  -0.1969
C: 1.5510 1.2562 1.3086  -0.6693
C: 0.1557 0.1496 -1.1625  0.6058
O: 0.8816 -0.8757 2.1331  -0.7029
O: -1.8117 0.1477 -2.5638  -0.7147
O: -1.5919 -0.9524 1.1093  -0.7660
O: 0.4272 1.2877 -1.5638  -0.6142
H: 0.2120 -1.5704 2.0068  0.4968
H: -1.3462 0.9845 -2.7425  0.4854
H: -2.4783 -0.9858 0.7462  0.4868
H: -0.2831 -1.2542 -2.6829  0.1937
H: -1.3738 -1.4052 -1.3155  0.1966
H: 2.1463 -0.5152 -0.6095  0.2330
H: 0.8441 -1.7240 -0.2913  0.2269
H: -1.5896 0.9124 0.1407  0.2084
H: -1.0512 0.9218 1.7517  0.1732
H: 2.6262 1.0723 1.3887  0.2227
H: 1.1972 1.7132 2.2330  0.2249
H: 1.3849 1.9109 0.4472  0.2519

***

No. 3
Molecular formula: C6H12O4
Method: DFT, ωB97M-V with the def2-TZVPD basis set

Computed properties:
Relative energy (zero: lowest compared OMol25 entry of this formula, charge and spin) (kcal per mole): 74.20
SMILES: COCCOC.O=CC=O
Total energy (a.u.): -536.6869
HOMO-LUMO gap (eV): 9.3
E_HOMO (Ha): -0.34897

Last column: natural (NBO) charge in e.
Element x y z (Å)
C: -16.9996 -4.2808 -2.0382  -0.2570
O: -16.4203 -3.4692 -3.0770  -0.5413
C: -15.0232 -3.3960 -3.1332  -0.0819
C: -14.2854 -4.6893 -3.4090  -0.0923
O: -14.6044 -5.2086 -4.6779  -0.5568
C: -13.8391 -6.3475 -4.9917  -0.2482
H: -18.0806 -4.1041 -2.0762  0.2034
H: -16.6220 -3.9493 -1.0555  0.1674
H: -16.7121 -5.3383 -2.1504  0.1691
H: -14.6380 -3.0020 -2.1732  0.1672
H: -14.7919 -2.6776 -3.9336  0.2090
H: -14.5045 -5.4497 -2.6371  0.1636
H: -13.2033 -4.4764 -3.3272  0.1766
H: -14.1696 -6.7414 -5.9599  0.1953
H: -12.7665 -6.0974 -5.0593  0.1748
H: -13.9719 -7.1356 -4.2314  0.1681
O: -16.3859 -2.5649 -6.5789  -0.4649
C: -16.4825 -3.7368 -6.3193  0.3305
C: -15.8161 -4.8099 -7.1942  0.3375
O: -15.0028 -4.5225 -8.0313  -0.4626
H: -17.0523 -4.1042 -5.4416  0.1346
H: -16.1670 -5.8495 -7.0296  0.1079

***

No. 4
Molecular formula: C6H12O4
Method: DFT, ωB97M-V with the def2-TZVPD basis set

Computed properties:
Relative energy (zero: lowest compared OMol25 entry of this formula, charge and spin) (kcal per mole): 60.66
SMILES: CC(=O)CO.CCC(=O)O
Total energy (a.u.): -536.7085
HOMO-LUMO gap (eV): 9.4
E_HOMO (Ha): -0.33550

Last column: natural (NBO) charge in e.
Element x y z (Å)
C: -2.0364 -1.4904 0.3434  -0.7300
C: -1.2722 -0.3082 -0.2270  0.5525
O: -0.8068 -0.4002 -1.3413  -0.5266
C: -2.1333 1.1437 0.2273  -0.1227
O: -1.4915 2.3415 0.3857  -0.7345
H: -3.0029 -1.5254 -0.1636  0.2461
H: -1.5429 -2.4282 0.0992  0.2383
H: -2.2557 -1.3573 1.4002  0.2212
H: -2.5970 0.8458 1.1742  0.1547
H: -2.8887 1.2627 -0.5497  0.1972
H: -0.8053 2.2280 1.0787  0.5000
C: 2.3614 -1.5428 -0.2754  -0.6197
C: 2.4203 -0.0389 -0.2165  -0.4481
C: 1.0337 0.9172 0.0497  0.8101
O: 0.8406 1.2214 1.2136  -0.6462
O: 0.9096 1.7587 -0.9853  -0.6734
H: 3.3537 -1.9309 -0.5159  0.2153
H: 2.0505 -1.9490 0.6853  0.2075
H: 1.6964 -1.8871 -1.0663  0.2196
H: 3.1084 0.2851 0.5661  0.2174
H: 2.7842 0.3943 -1.1453  0.2157
H: 0.2740 2.4600 -0.7373  0.5055

***

> Among the records above, which one has the lowest HOMO-LUMO gap?

number 3